Record 1
ORCA calculation (the ωB97M-V functional and the def2-TZVPD basis) on the ion C5H8NO with charge +1.

- molar mass (g/mol) = 98.125
- spin multiplicity = 1
- HOMO-LUMO gap (eV) = 11.11
- highest occupied orbital energy (eV) = -14.637
- LUMO level (eV) = -3.53
- DFT total energy (eV) = -8841.4798
- relative energy (zero: lowest compared OMol25 entry of this formula, charge and spin) (kcal/mol) = 75.66
- maximum force (eV Å⁻¹) = 3.47
- SMILES = C=C1[N@@H+]2[C@@H](O)[C@]12C
- charge = +1

Last column: Löwdin charge in e.
CARTESIAN COORDINATES (ANGSTROEM)
C1 -0.209 -1.677 1.921  0.138
C2 -0.181 -1.034 0.782  -0.177
N1 -0.174 -1.035 -0.612  0.147
C3 1.064 -0.201 -0.902  -0.265
O1 1.040 0.418 -2.110  0.047
C4 0.184 0.395 0.129  -0.033
C5 -0.564 1.673 -0.188  0.014
H1 -0.417 -2.726 2.109  0.093
H2 -0.250 -1.003 2.778  0.098
H3 -0.977 -1.289 -1.205  0.214
H4 2.020 -0.812 -0.621  0.212
H5 1.818 0.083 -2.692  0.192
H6 -0.532 1.823 -1.282  0.098
H7 -0.249 2.479 0.499  0.114
H8 -1.650 1.565 0.011  0.107

Record 2
ORCA calculation (the ωB97M-V functional and the def2-TZVPD basis) on a cluster of 2 separate species, C5H8NO in total.

- molar mass (g/mol) = 98.125
- spin multiplicity = 1
- HOMO-LUMO gap (eV) = 8.37
- highest occupied orbital energy (eV) = -14.192
- LUMO level (eV) = -5.82
- DFT total energy (eV) = -8838.5804
- relative energy (zero: lowest compared OMol25 entry of this formula, charge and spin) (kcal/mol) = 142.52
- maximum force (eV Å⁻¹) = 4.45
- charge = +1

Last column: Löwdin charge in e.
CARTESIAN COORDINATES (ANGSTROEM)
C1 -0.667 -2.108 -0.253  0.158
C2 3.735 0.344 -0.220  0.225
C3 -0.724 -0.952 0.237  0.036
C4 -1.491 1.309 -0.438  -0.026
C5 -1.142 0.269 0.743  -0.199
N1 2.669 0.128 0.158  -0.166
O1 1.519 0.105 0.391  -0.004
H1 0.098 -2.490 -0.916  0.132
H2 -1.452 -2.689 0.101  0.111
H3 4.567 0.698 -0.728  0.087
H4 -0.599 1.393 -1.004  0.059
H5 -1.515 2.315 0.079  0.109
H6 -2.436 0.875 -0.803  0.095
H7 -2.210 -0.002 1.293  0.240
H8 -0.351 0.805 1.362  0.143

Record 3
ORCA calculation (the ωB97M-V functional and the def2-TZVPD basis) on a cluster of 2 separate species, C5H8NO in total.

- molar mass (g/mol) = 98.125
- spin multiplicity = 1
- HOMO-LUMO gap (eV) = 9.23
- highest occupied orbital energy (eV) = -13.443
- LUMO level (eV) = -4.22
- DFT total energy (eV) = -8840.5290
- relative energy (zero: lowest compared OMol25 entry of this formula, charge and spin) (kcal/mol) = 97.58
- maximum force (eV Å⁻¹) = 3.70
- charge = +1

Last column: Löwdin charge in e.
CARTESIAN COORDINATES (ANGSTROEM)
C1 -0.407 -0.944 -0.619  0.058
C2 2.998 1.068 -0.244  -0.018
C3 1.850 -1.101 0.272  0.225
C4 -1.471 -0.346 -0.485  -0.188
C5 -3.522 0.104 0.561  -0.001
N1 2.504 -0.165 0.093  0.075
O1 -2.376 0.491 -0.206  -0.013
H1 0.061 -1.641 -1.261  0.043
H2 3.623 1.421 0.580  0.125
H3 2.184 1.777 -0.424  0.125
H4 3.609 0.971 -1.144  0.127
H5 1.599 -2.071 0.615  0.127
H6 -3.780 0.959 1.183  0.104
H7 -3.316 -0.769 1.180  0.104
H8 -4.347 -0.109 -0.123  0.107

Record 4
ORCA calculation (the ωB97M-V functional and the def2-TZVPD basis) on a structure of composition C5H8NO.

- molar mass (g/mol) = 98.125
- spin multiplicity = 1
- HOMO-LUMO gap (eV) = 9.02
- highest occupied orbital energy (eV) = -14.655
- LUMO level (eV) = -5.64
- DFT total energy (eV) = -8840.2254
- relative energy (zero: lowest compared OMol25 entry of this formula, charge and spin) (kcal/mol) = 104.58
- maximum force (eV Å⁻¹) = 5.67
- charge = +1

Last column: Löwdin charge in e.
CARTESIAN COORDINATES (ANGSTROEM)
C1 -0.791 -0.598 -0.221  -0.216
C2 -1.929 -0.561 -0.871  0.169
C3 0.878 -1.029 0.874  0.066
C4 0.261 0.266 0.402  -0.124
C5 0.507 1.617 0.556  0.010
N1 -0.077 -1.745 0.331  0.138
O1 1.757 -0.271 -0.813  -0.097
H1 -2.425 -1.430 -0.972  0.044
H2 -2.458 0.392 -1.366  0.162
H3 1.682 -1.277 1.538  0.166
H4 -0.418 2.113 0.145  0.142
H5 1.322 2.010 -0.080  0.139
H6 0.873 1.816 1.546  0.119
H7 0.085 -2.683 -0.007  0.183
H8 1.503 -0.746 -1.656  0.100